{
  "formula": "C17H28N5O3PSSi2",
  "method": "wB97M-V/def2-TZVPD",
  "elements": ["C", "N", "C", "Si", "O", "Si", "C", "C", "S", "C", "N", "N", "C", "O", "P", "C", "O", "H", "H", "H", "H", "H", "H", "H", "H", "H", "H", "H", "H", "H", "H", "H", "H", "H", "H", "N", "C", "C", "C", "C", "C", "H", "H", "H", "H", "H", "N", "C", "C", "C", "C", "C", "H", "H", "H", "H", "H"],
  "xyz": [[1.05, -1.68, 2.25], [0.08, -2.57, 1.59], [0.56, -3.11, 0.31], [0.38, -1.87, -1.15], [-1.01, -0.97, -0.84], [-0.89, 0.69, -0.58], [0.80, 1.53, -0.45], [0.94, 2.52, -1.70], [2.65, 3.19, -1.87], [3.65, 1.72, -2.09], [3.12, 0.61, -2.57], [4.08, -0.36, -2.67], [5.17, 0.23, -2.23], [4.99, 1.53, -1.87], [0.23, -3.03, -3.07], [0.20, -1.67, -4.38], [1.67, -3.90, -3.30], [1.84, -2.25, 2.79], [1.56, -0.95, 1.57], [0.47, -1.07, 2.99], [-0.85, -2.16, 1.54], [1.58, -3.55, 0.37], [-0.13, -3.97, 0.06], [1.64, -1.13, -1.24], [-1.63, 1.00, 0.67], [-1.65, 1.39, -1.64], [1.70, 0.90, -0.31], [0.76, 2.22, 0.44], [0.60, 1.99, -2.61], [0.31, 3.42, -1.48], [6.18, -0.22, -2.14], [1.26, -1.40, -4.64], [-0.37, -1.96, -5.29], [-0.25, -0.77, -3.91], [2.07, -3.63, -4.14], [-4.02, 0.51, -2.58], [-4.72, 0.88, -3.65], [-6.10, 1.02, -3.67], [-6.80, 0.73, -2.50], [-6.09, 0.34, -1.38], [-4.71, 0.24, -1.47], [-4.14, 1.09, -4.54], [-6.62, 1.33, -4.56], [-7.88, 0.82, -2.47], [-6.60, 0.11, -0.45], [-4.12, -0.06, -0.61], [1.54, -0.32, 5.63], [2.72, 0.31, 5.61], [2.94, 1.55, 6.19], [1.88, 2.18, 6.83], [0.64, 1.55, 6.85], [0.53, 0.30, 6.25], [3.52, -0.22, 5.11], [3.92, 2.01, 6.15], [2.01, 3.15, 7.29], [-0.21, 2.00, 7.34], [-0.41, -0.23, 6.25]],
  "orbital_gap_ha": 0.295,
  "energy_ha": -2482.6004,
  "homo_ev": -7.4761
}